Density functional theory data (the ωB97M-V functional and the def2-TZVPD basis) for C17H26N6O as an isolated structure at a distorted geometry.

The energy is -29021.74287 eV. The value obtained for the LUMO energy is -0.215 eV. The frontier orbital gap comes out at 8.0 eV. The calculation puts the energy above the lowest of the compared OMol25 structures with the same formula, charge and spin at 17.6640 eV.

Positions of all 50 atoms, in Å:
C (-3.836, -0.680, -1.690)
C (-2.922, -1.700, -1.525)
C (-2.853, -2.312, -0.224)
N (-1.760, -2.149, 0.558)
C (-0.573, -2.829, -0.162)
C (0.554, -2.467, 0.950)
N (0.666, -1.124, 1.482)
C (-0.525, -0.494, 1.717)
C (-1.722, -0.678, 0.772)
H (-2.554, -0.386, 1.315)
H (-1.553, 0.084, -0.034)
H (-0.513, 0.633, 2.017)
H (-0.695, -1.281, 2.628)
C (1.523, 0.015, 0.521)
C (1.013, 0.104, -1.049)
N (0.934, -0.813, -1.752)
N (0.591, -0.339, -2.917)
N (0.271, 0.989, -2.669)
N (0.696, 1.398, -1.529)
C (0.390, 2.657, -0.793)
C (-0.850, 2.696, -0.146)
C (-1.084, 3.069, 1.427)
C (-2.366, 3.035, 1.571)
C (-2.997, 2.666, 0.494)
O (-2.005, 2.655, -0.876)
H (-3.871, 2.493, 0.020)
H (-2.845, 2.900, 2.447)
H (-0.159, 3.361, 1.950)
H (1.221, 2.847, -0.214)
H (0.360, 3.239, -1.701)
C (2.997, -0.371, 0.380)
C (3.849, 0.639, -0.164)
C (5.376, 0.285, -0.055)
H (5.654, -0.196, 0.889)
H (5.450, -0.651, -0.761)
H (6.012, 1.275, -0.366)
H (3.602, 0.991, -1.209)
H (3.765, 1.537, 0.904)
H (3.086, -1.281, -0.234)
H (3.164, -0.671, 1.526)
H (1.514, 0.820, 1.154)
H (1.376, -2.631, 0.628)
H (0.396, -3.006, 1.848)
H (-0.769, -3.874, -0.087)
H (-0.502, -2.171, -1.076)
H (-3.715, -2.179, 0.405)
H (-2.962, -3.594, -0.313)
H (-2.240, -2.170, -2.234)
H (-3.861, -0.079, -2.828)
H (-4.726, -0.261, -0.992)

Atom charges from the natural (NBO) analysis, given in e for atoms 1 to 8: number 1, C, carries -0.395; number 2, C, carries -0.252; number 3, C, carries -0.232; number 4, N, carries -0.452; number 5, C, carries -0.277; number 6, C, carries -0.196; number 7, N, carries -0.405; number 8, C, carries -0.219

=====

Density functional theory data (the ωB97M-V functional and the def2-TZVPD basis) for C17H26N7O6P as an isolated structure at a distorted geometry.

The energy is -50041.23137 eV. The value obtained for the LUMO energy is -1.704 eV. The frontier orbital gap comes out at 5.2 eV.

Positions of all 57 atoms, in Å:
O (0.251, 7.984, -0.960)
N (0.786, 6.899, -0.868)
C (0.295, 5.619, -0.801)
C (1.403, 4.741, -0.859)
N (2.559, 5.460, -0.833)
O (2.184, 6.781, -0.883)
C (1.201, 3.332, -0.935)
N (2.168, 2.300, -1.011)
O (3.344, 2.473, -0.631)
O (1.815, 1.142, -1.424)
C (-0.243, 2.814, -0.857)
C (-1.280, 3.828, -1.122)
N (-2.639, 3.609, -1.226)
O (-3.326, 2.596, -1.305)
O (-3.206, 4.931, -1.294)
N (-2.236, 5.865, -1.067)
C (-1.039, 5.176, -0.927)
H (-0.235, 1.862, -1.481)
C (-3.605, -3.120, 0.336)
C (-2.329, -2.716, 1.067)
C (-2.618, -2.196, 2.487)
C (-1.336, -3.899, 1.141)
N (-1.582, -1.615, 0.405)
C (-1.632, -1.456, -1.063)
C (-0.504, -2.209, -1.727)
C (0.895, -1.866, -1.275)
N (0.982, -1.346, 0.087)
C (2.320, -1.397, 0.765)
C (2.509, -2.765, 1.420)
C (2.348, -0.337, 1.861)
C (3.387, -1.121, -0.269)
P (-0.154, -1.620, 1.276)
H (-0.551, 2.711, 0.222)
H (-3.394, -3.559, -0.644)
H (-4.113, -3.885, 0.933)
H (-4.288, -2.273, 0.218)
H (-1.700, -1.889, 3.042)
H (-3.251, -1.304, 2.441)
H (-3.128, -2.949, 3.100)
H (-0.346, -3.632, 1.618)
H (-1.698, -4.740, 1.735)
H (-1.085, -4.218, 0.126)
H (-2.577, -1.868, -1.428)
H (-1.626, -0.386, -1.317)
H (-0.700, -3.273, -1.593)
H (-0.541, -2.033, -2.799)
H (1.524, -2.760, -1.414)
H (1.261, -1.038, -1.894)
H (2.389, -3.551, 0.665)
H (3.508, -2.855, 1.862)
H (1.784, -2.933, 2.230)
H (2.216, 0.656, 1.431)
H (1.574, -0.471, 2.628)
H (3.319, -0.356, 2.369)
H (3.158, -0.180, -0.780)
H (4.359, -1.035, 0.230)
H (3.424, -1.929, -1.006)

Atom charges from the natural (NBO) analysis, given in e for atoms 1 to 8: number 1, O, carries -0.384; number 2, N, carries 0.418; number 3, C, carries -0.017; number 4, C, carries 0.121; number 5, N, carries -0.131; number 6, O, carries -0.165; number 7, C, carries -0.106; number 8, N, carries 0.485

=====

Density functional theory data (the ωB97M-V functional and the def2-TZVPD basis) for C17H27BNO4P2Sn as an isolated structure at a distorted geometry.

The energy is -52825.67620 eV. The value obtained for the LUMO energy is -3.406 eV. The frontier orbital gap comes out at 5.5 eV. Its total charge is +1. The calculation puts the energy above the lowest of the compared OMol25 structures with the same formula, charge and spin at 0.3217 eV.

Positions of all 53 atoms, in Å:
Sn (0.399, 0.834, -0.176)
P (2.444, -0.758, -0.036)
C (2.364, -1.225, -1.720)
C (1.157, -1.376, -2.451)
N (0.028, -0.790, -1.898)
C (-1.167, -1.185, -2.344)
C (-1.320, -2.097, -3.373)
C (-0.222, -2.470, -4.140)
C (1.024, -2.014, -3.736)
C (-2.383, -0.603, -1.658)
P (-2.237, 1.009, -0.835)
H (1.926, -2.214, -4.342)
H (-2.323, -2.419, -3.601)
H (-0.335, -3.177, -4.951)
H (-3.165, -0.512, -2.416)
H (-2.729, -1.324, -0.907)
H (3.078, 2.651, -4.504)
H (3.282, -0.956, -2.331)
H (0.092, 3.759, -2.834)
O (3.533, 3.109, -3.837)
H (4.101, 2.444, -3.471)
H (0.638, 2.547, -1.725)
O (0.404, 3.577, -1.870)
H (1.122, 4.143, -1.566)
C (-2.562, 2.209, -2.171)
H (-3.568, 2.044, -2.593)
H (-2.515, 3.246, -1.788)
H (-1.851, 2.103, -3.007)
C (-3.675, 1.113, 0.267)
H (-3.645, 2.060, 0.826)
H (-4.630, 1.064, -0.278)
H (-3.653, 0.286, 0.992)
C (2.099, -2.282, 0.889)
H (3.011, -2.680, 1.354)
H (1.372, -2.013, 1.658)
H (1.675, -3.025, 0.208)
C (3.921, 0.169, 0.413)
H (3.775, 0.542, 1.439)
H (4.852, -0.397, 0.373)
H (4.063, 1.058, -0.227)
O (-0.155, -1.126, 2.509)
B (-0.409, 0.148, 1.877)
O (-1.022, 0.949, 2.865)
C (-0.996, 0.251, 4.039)
C (-1.263, 0.719, 5.312)
C (-0.933, -0.139, 6.379)
C (-0.372, -1.394, 6.161)
C (-0.138, -1.875, 4.865)
C (-0.450, -1.007, 3.828)
H (-1.710, 1.696, 5.464)
H (-1.111, 0.211, 7.394)
H (-0.122, -2.034, 7.006)
H (0.303, -2.847, 4.668)

Atom charges from the natural (NBO) analysis, given in e for atoms 1 to 8: number 1, Sn, carries 0.395; number 2, P, carries 1.010; number 3, C, carries -0.874; number 4, C, carries 0.237; number 5, N, carries -0.598; number 6, C, carries 0.241; number 7, C, carries -0.336; number 8, C, carries -0.140

=====

- The highest LUMO energy belongs to which entry?
  C17H26N6O